Entry 1:
{"formula": "C50H40CuF6N9O20S2", "method": "ωB97M-V/def2-TZVPD", "multiplicity": 3, "total_charge": 0, "mol_weight_g_mol": 1328.581, "lumo_ev": [-1.51, -4.49], "orbital_gap_ev": [7.40, 5.01], "homo_energy_ha": [-0.32765, -0.34910], "elements": ["Cu", "C", "F", "F", "F", "S", "O", "O", "N", "S", "O", "O", "C", "F", "F", "F", "C", "C", "C", "C", "C", "C", "N", "O", "O", "H", "H", "H", "H", "H", "C", "C", "C", "C", "C", "C", "N", "O", "O", "H", "H", "H", "H", "H", "C", "C", "C", "C", "C", "C", "N", "O", "O", "H", "H", "H", "H", "H", "C", "C", "C", "C", "C", "C", "N", "O", "O", "H", "H", "H", "H", "H", "C", "C", "C", "C", "C", "C", "N", "O", "O", "H", "H", "H", "H", "H", "C", "C", "C", "C", "C", "C", "N", "O", "O", "H", "H", "H", "H", "H", "C", "C", "C", "C", "C", "C", "N", "O", "O", "H", "H", "H", "H", "H", "C", "C", "C", "C", "C", "C", "N", "O", "O", "H", "H", "H", "H", "H"], "coordinates": [[-2.355, 2.707, -2.209], [0.036, 2.522, 1.284], [-0.894, 1.701, 1.823], [-0.430, 3.744, 1.175], [1.126, 2.603, 2.058], [0.474, 1.941, -0.504], [0.781, 3.177, -1.276], [1.550, 0.934, -0.462], [-1.119, 1.467, -1.143], [-1.119, -0.099, -0.851], [-0.446, -0.566, 0.382], [-2.514, -0.601, -0.956], [-0.281, -0.926, -2.319], [-0.387, -0.138, -3.402], [0.986, -1.094, -2.040], [-0.860, -2.140, -2.464], [-4.676, -4.249, -1.245], [-5.940, -4.808, -1.290], [-6.482, -5.050, -2.563], [-5.895, -4.544, -3.748], [-4.755, -3.782, -3.636], [-4.104, -3.695, -2.386], [-6.679, -4.624, -5.019], [-7.562, -5.467, -5.148], [-6.351, -3.912, -5.949], [-4.199, -4.067, -0.293], [-6.503, -5.111, -0.420], [-7.429, -5.566, -2.609], [-4.311, -3.407, -4.547], [-3.140, -3.208, -2.360], [4.378, 2.654, -1.313], [4.702, 2.254, -0.067], [5.942, 1.660, 0.195], [6.867, 1.593, -0.879], [6.513, 1.997, -2.175], [5.261, 2.468, -2.393], [8.218, 1.025, -0.611], [9.014, 1.068, -1.516], [8.426, 0.656, 0.573], [3.448, 3.183, -1.463], [3.921, 2.364, 0.670], [6.175, 1.512, 1.239], [7.121, 1.995, -3.067], [4.981, 2.887, -3.349], [-8.785, 1.049, 0.594], [-8.253, 2.122, -0.123], [-6.849, 2.249, -0.216], [-6.007, 1.274, 0.407], [-6.582, 0.219, 1.052], [-7.982, 0.042, 1.108], [-4.540, 1.412, 0.240], [-4.072, 2.125, -0.675], [-3.835, 0.947, 1.116], [-9.853, 0.892, 0.614], [-8.847, 2.952, -0.476], [-6.425, 3.168, -0.592], [-5.871, -0.468, 1.488], [-8.349, -0.855, 1.586], [0.956, 0.351, 4.936], [1.134, -0.196, 3.658], [2.465, -0.408, 3.265], [3.510, -0.131, 4.135], [3.252, 0.367, 5.436], [2.009, 0.635, 5.799], [4.890, -0.269, 3.660], [5.155, -0.911, 2.678], [5.655, 0.407, 4.311], [-0.024, 0.523, 5.354], [0.321, -0.358, 2.965], [2.531, -0.760, 2.247], [4.033, 0.670, 6.118], [1.963, 1.045, 6.798], [3.901, 2.718, -5.669], [3.162, 1.726, -5.005], [1.875, 2.088, -4.627], [1.389, 3.405, -4.664], [2.289, 4.394, -5.121], [3.465, 4.052, -5.697], [0.058, 3.704, -4.141], [-0.526, 4.714, -4.520], [-0.679, 2.817, -3.675], [4.882, 2.532, -6.081], [3.625, 0.759, -5.133], [1.268, 1.218, -4.424], [1.958, 5.417, -5.221], [4.079, 4.804, -6.171], [-3.008, 6.048, 4.345], [-2.795, 6.410, 5.647], [-2.041, 5.706, 6.541], [-1.522, 4.515, 6.165], [-1.689, 4.080, 4.794], [-2.375, 4.897, 3.887], [-0.805, 3.669, 7.138], [-0.991, 3.774, 8.348], [-0.199, 2.745, 6.684], [-3.640, 6.632, 3.693], [-3.337, 7.254, 6.048], [-1.955, 6.011, 7.574], [-1.251, 3.153, 4.454], [-2.456, 4.628, 2.845], [0.518, -4.885, -0.939], [-0.044, -4.269, 0.163], [-1.187, -4.806, 0.759], [-1.779, -5.984, 0.323], [-1.170, -6.681, -0.755], [-0.040, -6.078, -1.439], [-3.032, -6.492, 0.955], [-3.539, -7.452, 0.389], [-3.476, -5.945, 1.960], [1.491, -4.553, -1.271], [0.404, -3.313, 0.389], [-1.647, -4.219, 1.541], [-1.649, -7.590, -1.086], [0.479, -6.606, -2.225], [5.776, -1.653, -2.063], [6.447, -2.627, -1.377], [5.814, -3.183, -0.229], [4.496, -2.880, 0.091], [3.849, -1.768, -0.569], [4.468, -1.272, -1.732], [3.832, -3.449, 1.242], [2.675, -3.162, 1.533], [4.527, -4.078, 2.024], [6.289, -1.272, -2.933], [7.424, -2.929, -1.724], [6.389, -3.918, 0.315], [2.831, -1.535, -0.292], [4.079, -0.423, -2.274]], "lowdin_charge": [0.542, -0.627, 0.113, 0.150, 0.150, 0.759, -0.329, -0.305, -0.320, 0.614, -0.310, -0.322, -0.641, 0.122, 0.140, 0.123, -0.075, -0.055, 0.002, -0.133, -0.004, -0.040, -0.343, 0.062, 0.068, 0.101, 0.110, 0.110, 0.116, 0.088, -0.074, -0.074, 0.035, -0.120, -0.026, -0.075, -0.334, 0.079, 0.052, 0.095, 0.106, 0.112, 0.120, 0.082, -0.073, -0.054, 0.013, -0.132, -0.003, -0.040, -0.281, -0.006, 0.112, 0.107, 0.106, 0.108, 0.123, 0.111, -0.060, -0.041, 0.005, -0.114, -0.023, -0.098, -0.358, 0.090, 0.077, 0.095, 0.093, 0.099, 0.122, 0.112, -0.089, -0.067, -0.006, -0.110, -0.021, -0.084, -0.354, 0.183, 0.057, 0.106, 0.113, 0.100, 0.116, 0.112, -0.070, -0.087, -0.026, -0.120, 0.034, -0.063, -0.343, 0.079, 0.077, 0.110, 0.111, 0.127, 0.101, 0.096, -0.082, -0.069, -0.003, -0.146, 0.023, -0.037, -0.343, 0.063, 0.065, 0.104, 0.086, 0.118, 0.104, 0.095, -0.097, -0.054, 0.019, -0.142, 0.030, -0.055, -0.335, 0.044, 0.082, 0.105, 0.109, 0.117, 0.089, 0.092]}

=====

Entry 2:
{"formula": "C50H40NO16PS", "method": "ωB97M-V/def2-TZVPD", "multiplicity": 1, "smiles": "O=C1C=CC(=O)C=C1.O=C1C=CC(=O)C=C1.O=C1C=CC(=O)C=C1.O=C1C=CC(=O)C=C1.O=C1C=CC(=O)C=C1.O=C1C=CC(=O)C=C1.O=C1C=CC(=O)C=C1.O=C1C=CC(=O)C=C1.CCNPS", "total_charge": 0, "mol_weight_g_mol": 973.902, "lumo_ev": -2.07, "orbital_gap_ev": 6.25, "homo_energy_ha": -0.30593, "elements": ["C", "C", "N", "P", "S", "H", "H", "H", "H", "H", "H", "H", "H", "C", "C", "C", "O", "C", "C", "C", "O", "H", "H", "H", "H", "C", "C", "C", "O", "C", "C", "C", "O", "H", "H", "H", "H", "C", "C", "C", "O", "C", "C", "C", "O", "H", "H", "H", "H", "C", "C", "C", "O", "C", "C", "C", "O", "H", "H", "H", "H", "C", "C", "C", "O", "C", "C", "C", "O", "H", "H", "H", "H", "C", "C", "C", "O", "C", "C", "C", "O", "H", "H", "H", "H", "C", "C", "C", "O", "C", "C", "C", "O", "H", "H", "H", "H", "C", "C", "C", "O", "C", "C", "C", "O", "H", "H", "H", "H"], "coordinates": [[-0.176, 0.510, 0.738], [-1.403, 1.001, -0.249], [-2.382, 1.864, 0.516], [-3.812, 0.963, 1.084], [-3.472, -1.149, 1.225], [0.837, 0.985, 0.324], [0.004, -0.652, 0.744], [-0.281, 0.931, 1.849], [-0.897, 1.713, -1.062], [-1.908, 0.134, -0.861], [-1.866, 2.347, 1.286], [-4.795, 1.105, 0.002], [-2.353, -1.566, 0.485], [0.031, -0.514, -3.122], [0.337, 0.027, -4.305], [-0.165, -0.553, -5.566], [0.116, -0.060, -6.650], [-1.020, -1.753, -5.469], [-1.326, -2.295, -4.286], [-0.824, -1.714, -3.025], [-1.105, -2.208, -1.942], [0.392, -0.102, -2.188], [0.962, 0.907, -4.393], [-1.381, -2.166, -6.403], [-1.951, -3.175, -4.198], [-2.572, -4.657, -0.004], [-2.896, -4.527, 1.286], [-2.343, -5.436, 2.310], [-2.640, -5.319, 3.491], [-1.417, -6.491, 1.853], [-1.093, -6.621, 0.563], [-1.646, -5.712, -0.461], [-1.349, -5.829, -1.642], [-2.969, -3.999, -0.768], [-3.573, -3.757, 1.637], [-1.020, -7.149, 2.616], [-0.416, -7.390, 0.211], [3.238, 5.523, -0.528], [2.757, 4.361, -0.980], [2.889, 3.119, -0.194], [2.451, 2.054, -0.608], [3.573, 3.210, 1.112], [4.054, 4.372, 1.564], [3.921, 5.615, 0.778], [4.360, 6.679, 1.192], [3.150, 6.443, -1.093], [2.253, 4.277, -1.936], [3.661, 2.290, 1.676], [4.558, 4.456, 2.519], [-7.731, 1.419, 4.751], [-7.749, 2.337, 5.722], [-6.513, 3.019, 6.154], [-6.528, 3.858, 7.044], [-5.258, 2.649, 5.470], [-5.240, 1.731, 4.499], [-6.476, 1.049, 4.067], [-6.461, 0.210, 3.177], [-8.628, 0.909, 4.422], [-8.662, 2.620, 6.232], [-4.361, 3.159, 5.798], [-4.327, 1.448, 3.988], [5.769, -2.011, -0.103], [5.466, -2.937, -1.019], [4.612, -2.615, -2.179], [4.332, -3.462, -3.016], [4.107, -1.232, -2.289], [4.411, -0.307, -1.374], [5.265, -0.628, -0.213], [5.545, 0.219, 0.624], [6.394, -2.231, 0.754], [5.828, -3.955, -0.952], [3.483, -1.013, -3.147], [4.048, 0.712, -1.440], [6.307, 4.470, -3.894], [7.217, 5.387, -4.235], [6.816, 6.731, -4.695], [7.648, 7.571, -5.010], [5.370, 7.023, -4.762], [4.460, 6.106, -4.420], [4.861, 4.762, -3.960], [4.028, 3.923, -3.645], [6.584, 3.480, -3.555], [8.281, 5.189, -4.191], [5.093, 8.014, -5.100], [3.395, 6.305, -4.464], [-1.529, 7.161, 4.128], [-2.010, 5.999, 3.675], [-1.878, 4.757, 4.462], [-2.316, 3.692, 4.048], [-1.195, 4.848, 5.768], [-0.713, 6.010, 6.220], [-0.846, 7.252, 5.433], [-0.407, 8.317, 5.848], [-1.617, 8.081, 3.563], [-2.514, 5.915, 2.720], [-1.107, 3.928, 6.332], [-0.209, 6.094, 7.175], [-3.343, -10.165, -2.078], [-2.644, -9.609, -1.084], [-1.211, -9.909, -0.893], [-0.571, -9.402, 0.018], [-0.580, -10.845, -1.845], [-1.279, -11.401, -2.839], [-2.712, -11.101, -3.030], [-3.352, -11.607, -3.941], [-4.395, -9.956, -2.232], [-3.092, -8.920, -0.378], [0.471, -11.054, -1.692], [-0.831, -12.090, -3.545]], "lowdin_charge": [-0.118, -0.369, -0.361, 0.534, 0.317, 0.050, 0.076, 0.091, 0.110, 0.077, 0.048, -0.087, -0.174, 0.018, 0.029, -0.382, 0.101, 0.026, 0.032, -0.369, 0.078, 0.104, 0.124, 0.124, 0.126, 0.011, -0.006, -0.380, 0.099, 0.029, 0.009, -0.379, 0.092, 0.112, 0.059, 0.125, 0.092, 0.023, 0.014, -0.360, 0.046, 0.033, 0.029, -0.383, 0.103, 0.122, 0.114, 0.122, 0.125, 0.021, 0.019, -0.386, 0.093, 0.020, 0.010, -0.383, 0.068, 0.121, 0.121, 0.107, 0.076, 0.021, 0.023, -0.383, 0.102, 0.029, 0.027, -0.375, 0.091, 0.122, 0.123, 0.117, 0.096, 0.025, 0.027, -0.380, 0.108, 0.027, 0.020, -0.380, 0.079, 0.123, 0.125, 0.125, 0.123, 0.025, 0.024, -0.383, 0.076, 0.023, 0.026, -0.381, 0.106, 0.124, 0.123, 0.124, 0.125, 0.028, 0.029, -0.364, 0.073, 0.028, 0.025, -0.381, 0.103, 0.124, 0.123, 0.123, 0.124]}

=====

Summary of total energy in eV
-189444.8668; -106861.9694
(order as listed above)